[1]
140
Properties=species:S:1:pos:R:3:lowdin_charge:R:1 method="wB97M-V/def2-TZVPD" homo_lumo_gap_ev=8.277 e_homo_ev=-8.0 smiles="CCB(O)[C@H]1OC(=O)[C@H](CCCCCCCSc2nnco2)[C@H]1CNC.CC(C)O.CC(C)O.CC(C)O.CC(C)O.CC(C)O.CC(C)O.CC(C)O" max_force_ev_per_a=8.99
C -2.951 -7.020 -10.729 -0.142
C -2.543 -7.042 -9.138 -0.176
B -1.097 -6.348 -8.781 -0.261
O -0.042 -6.370 -9.854 0.015
C -0.686 -5.586 -7.384 -0.179
O -0.959 -4.140 -7.360 -0.047
C -1.915 -3.925 -6.256 -0.194
O -2.978 -3.115 -6.201 0.001
C -1.369 -4.912 -5.061 -0.130
C 0.069 -4.590 -4.338 -0.159
C 0.286 -3.027 -3.894 -0.200
C -0.761 -2.542 -2.692 -0.186
C 0.130 -1.532 -1.708 -0.204
C -0.805 -0.464 -0.862 -0.193
C -0.892 -0.998 0.701 -0.261
C -1.151 0.181 1.808 -0.467
S 0.424 1.127 2.302 0.820
C 0.306 1.602 4.140 -0.451
N -0.887 1.542 5.087 -0.064
N -0.533 1.945 6.387 -0.018
C 0.949 2.289 6.230 -0.057
O 1.488 2.083 4.875 -0.095
C -0.992 -6.282 -5.932 -0.187
C -2.054 -7.523 -5.810 -0.222
N -2.063 -8.173 -4.424 -0.146
C -2.990 -9.387 -4.576 -0.176
H -3.327 -8.116 -11.011 0.085
H -3.919 -6.334 -10.851 0.093
H -2.080 -6.727 -11.455 0.076
H -3.365 -6.510 -8.459 0.118
H -2.474 -8.193 -8.833 0.115
H -0.156 -7.177 -10.438 0.101
H 0.504 -5.632 -7.431 0.156
H -2.258 -5.132 -4.320 0.162
H 0.930 -4.870 -5.111 0.117
H 0.190 -5.345 -3.424 0.141
H 1.370 -2.958 -3.416 0.119
H 0.295 -2.269 -4.813 0.115
H -1.230 -3.449 -2.105 0.113
H -1.629 -1.901 -3.161 0.108
H 0.871 -0.929 -2.424 0.100
H 0.794 -2.227 -1.030 0.114
H -1.854 -0.277 -1.359 0.105
H -0.200 0.561 -0.809 0.105
H 0.157 -1.503 0.936 0.109
H -1.735 -1.820 0.720 0.121
H -1.858 1.005 1.320 0.095
H -1.627 -0.319 2.759 0.095
H 1.582 2.656 7.147 0.119
H 0.027 -6.786 -5.653 0.142
H -3.140 -7.235 -6.183 0.137
H -1.682 -8.369 -6.564 0.117
H -1.109 -8.611 -4.266 0.108
H -4.086 -8.953 -4.575 0.093
H -2.869 -10.172 -3.703 0.094
H -2.854 -9.945 -5.608 0.082
C 1.141 6.932 7.374 -0.062
C 1.630 5.753 8.200 -0.493
C 2.652 6.189 9.238 -0.059
O 2.218 4.784 7.336 -0.090
H 1.969 7.400 6.830 0.083
H 0.416 6.602 6.623 0.082
H 0.669 7.689 8.008 0.081
H 0.779 5.275 8.698 0.142
H 3.533 6.629 8.759 0.077
H 3.004 5.328 9.816 0.055
H 2.225 6.923 9.928 0.088
H 2.974 5.199 6.889 0.103
C 1.391 -0.635 -7.916 -0.053
C 2.586 -0.943 -7.028 -0.496
C 3.667 -1.690 -7.793 -0.061
O 2.160 -1.732 -5.921 -0.086
H 0.935 -1.557 -8.294 0.081
H 0.616 -0.108 -7.349 0.080
H 1.683 -0.015 -8.770 0.081
H 2.997 -0.010 -6.627 0.129
H 3.292 -2.649 -8.166 0.081
H 4.516 -1.916 -7.139 0.081
H 4.027 -1.101 -8.643 0.081
H 1.794 -2.563 -6.268 0.076
C -4.743 1.228 -2.593 -0.068
C -3.681 2.283 -2.858 -0.501
C -4.223 3.408 -3.726 -0.066
O -2.567 1.679 -3.510 -0.075
H -5.084 0.772 -3.529 0.088
H -4.335 0.418 -1.978 0.070
H -5.608 1.658 -2.078 0.067
H -3.323 2.692 -1.907 0.139
H -4.546 3.030 -4.702 0.081
H -3.445 4.154 -3.919 0.078
H -5.072 3.904 -3.245 0.080
H -2.876 1.314 -4.355 0.093
C 3.548 2.695 -3.456 -0.064
C 2.535 1.575 -3.636 -0.496
C 1.184 2.115 -4.076 -0.057
O 2.386 0.871 -2.406 -0.072
H 3.220 3.399 -2.683 0.081
H 4.512 2.293 -3.128 0.080
H 3.697 3.246 -4.390 0.080
H 2.906 0.860 -4.380 0.125
H 0.772 2.799 -3.325 0.084
H 0.462 1.299 -4.190 0.074
H 1.263 2.649 -5.028 0.081
H 2.057 1.498 -1.740 0.090
C 3.852 1.817 12.872 -0.066
C 3.000 2.719 11.994 -0.499
C 2.663 2.048 10.672 -0.061
O 3.702 3.933 11.742 -0.076
H 4.804 1.580 12.384 0.082
H 4.097 2.318 13.815 0.080
H 3.332 0.880 13.098 0.081
H 2.075 2.979 12.521 0.142
H 3.573 1.819 10.106 0.085
H 2.060 2.713 10.045 0.070
H 2.108 1.118 10.831 0.084
H 4.525 3.712 11.274 0.091
C 7.777 7.298 11.593 -0.067
C 6.782 7.978 10.667 -0.502
C 5.664 8.647 11.451 -0.065
O 6.224 7.011 9.781 -0.068
H 7.290 6.515 12.185 0.080
H 8.569 6.810 11.015 0.080
H 8.236 8.018 12.277 0.080
H 7.299 8.724 10.054 0.139
H 5.102 7.912 12.038 0.082
H 4.948 9.122 10.771 0.080
H 6.059 9.409 12.131 0.079
H 5.762 6.344 10.317 0.080
C -7.169 -2.018 -1.277 -0.062
C -7.080 -0.808 -0.361 -0.501
C -8.132 -0.864 0.736 -0.066
O -7.261 0.379 -1.128 -0.079
H -8.145 -2.063 -1.774 0.082
H -6.414 -1.958 -2.068 0.078
H -7.018 -2.948 -0.719 0.081
H -6.082 -0.759 0.088 0.139
H -9.142 -0.868 0.310 0.081
H -8.064 0.019 1.380 0.081
H -8.010 -1.759 1.354 0.081
H -8.145 0.344 -1.531 0.100

***

[2]
146
Properties=species:S:1:pos:R:3:lowdin_charge:R:1 method="wB97M-V/def2-TZVPD" e_above_lowest_kj_mol=246.65 homo_lumo_gap_ev=9.208 e_homo_ev=-9.2 smiles="CNC(C)=O.CNC(C)=O.CNC(C)=O.CNC(C)=O.CNC(C)=O.CNC(C)=O.CNC(C)=O.CNC(C)=O.CNC(C)=O.CNC(C)=O.C1CCOC1.C1CCOC1" max_force_ev_per_a=5.63
C 1.230 1.974 -0.044 -0.066
N 0.502 0.813 0.443 0.005
C 1.040 -0.392 0.608 -0.614
C 0.154 -1.545 1.000 0.004
O 2.221 -0.513 0.492 0.046
H 0.791 2.312 -0.982 0.082
H 2.304 1.917 -0.224 0.083
H 1.149 2.713 0.753 0.081
H -0.494 0.944 0.539 0.137
H -0.886 -1.251 1.141 0.075
H 0.543 -1.968 1.926 0.083
H 0.316 -2.360 0.294 0.086
C 4.544 -6.470 2.400 -0.069
N 4.801 -7.750 1.716 0.002
C 5.015 -7.909 0.414 -0.535
C 4.728 -6.813 -0.648 0.002
O 5.035 -9.088 0.035 -0.008
H 3.880 -6.703 3.233 0.086
H 3.952 -5.740 1.847 0.071
H 5.509 -5.974 2.501 0.085
H 5.018 -8.549 2.294 0.143
H 3.679 -7.013 -0.866 0.085
H 5.225 -6.933 -1.611 0.079
H 4.783 -5.769 -0.341 0.060
C 3.994 2.299 5.387 -0.048
N 5.005 2.135 4.318 0.003
C 5.634 3.124 3.744 -0.568
C 6.577 2.814 2.553 0.007
O 5.435 4.307 4.047 0.009
H 3.568 3.298 5.476 0.080
H 4.554 2.059 6.291 0.082
H 3.157 1.607 5.292 0.080
H 4.768 1.374 3.698 0.132
H 6.400 1.757 2.354 0.067
H 7.625 3.050 2.738 0.078
H 6.367 3.514 1.744 0.079
C -3.883 -9.465 -6.575 -0.081
N -3.043 -8.327 -6.689 -0.031
C -2.681 -7.588 -5.596 -0.497
C -1.718 -6.411 -5.937 -0.017
O -2.799 -7.862 -4.386 0.011
H -4.765 -9.220 -7.168 0.083
H -4.179 -9.479 -5.526 0.083
H -3.380 -10.379 -6.889 0.090
H -2.247 -8.258 -7.307 0.135
H -0.657 -6.651 -6.003 0.079
H -1.865 -5.669 -5.153 0.075
H -2.015 -5.927 -6.867 0.069
C -5.925 -6.469 7.467 -0.069
N -4.599 -6.075 6.949 -0.018
C -3.829 -5.070 7.529 -0.528
C -2.563 -4.575 6.766 -0.002
O -4.274 -4.466 8.470 0.041
H -6.556 -6.911 6.696 0.077
H -6.405 -5.656 8.013 0.081
H -5.638 -7.280 8.136 0.080
H -4.300 -6.656 6.179 0.123
H -1.809 -4.131 7.417 0.074
H -2.815 -3.836 6.005 0.077
H -2.150 -5.495 6.354 0.064
C -6.849 -3.986 -0.081 -0.069
N -5.989 -2.796 -0.145 0.011
C -6.401 -1.539 0.049 -0.577
C -7.631 -1.151 0.854 -0.003
O -5.620 -0.648 -0.210 0.021
H -6.393 -4.969 0.040 0.077
H -7.245 -4.074 -1.093 0.081
H -7.604 -3.881 0.698 0.078
H -5.100 -2.905 -0.612 0.141
H -8.514 -1.735 0.593 0.065
H -7.866 -0.132 0.548 0.084
H -7.456 -1.284 1.922 0.090
C -2.993 1.375 -7.178 -0.053
N -2.778 1.617 -8.615 0.020
C -3.225 0.902 -9.614 -0.640
C -2.580 1.090 -10.918 -0.001
O -4.151 0.111 -9.523 0.032
H -2.432 2.059 -6.540 0.080
H -2.505 0.445 -6.887 0.077
H -4.011 1.192 -6.836 0.084
H -2.095 2.316 -8.871 0.131
H -3.309 1.504 -11.614 0.094
H -2.386 0.050 -11.178 0.097
H -1.706 1.724 -10.766 0.079
C 4.366 10.589 5.177 -0.054
N 3.030 11.241 5.111 0.007
C 1.936 10.698 4.663 -0.639
C 1.942 9.684 3.555 -0.002
O 0.956 10.945 5.279 0.069
H 4.982 11.024 5.964 0.084
H 4.871 10.700 4.218 0.071
H 4.205 9.515 5.267 0.082
H 2.915 11.841 5.914 0.137
H 1.033 9.723 2.954 0.082
H 1.808 8.653 3.880 0.088
H 2.761 9.732 2.838 0.075
C 3.539 6.077 -7.718 -0.090
N 3.743 4.847 -7.030 0.008
C 3.124 3.718 -7.370 -0.606
C 3.461 2.470 -6.607 -0.008
O 2.378 3.601 -8.297 0.058
H 4.488 6.445 -8.107 0.082
H 3.131 6.900 -7.131 0.082
H 2.879 5.999 -8.582 0.086
H 4.209 4.984 -6.144 0.146
H 3.041 1.597 -7.106 0.084
H 2.949 2.559 -5.649 0.079
H 4.524 2.354 -6.392 0.079
C -5.031 -11.208 1.346 -0.065
N -3.693 -10.744 1.006 0.001
C -2.823 -10.123 1.834 -0.542
C -1.538 -9.666 1.187 -0.016
O -3.018 -9.931 3.053 0.002
H -5.734 -10.709 0.678 0.081
H -5.335 -10.934 2.356 0.081
H -5.154 -12.289 1.398 0.080
H -3.223 -10.867 0.120 0.131
H -1.811 -8.781 0.614 0.085
H -0.970 -10.340 0.545 0.081
H -0.843 -9.302 1.944 0.081
C 7.326 9.913 -2.496 -0.205
C 6.354 9.680 -1.379 -0.156
C 5.498 8.486 -1.960 -0.184
O 6.365 7.908 -2.929 -0.155
C 7.680 8.496 -2.800 -0.213
H 8.160 10.560 -2.224 0.119
H 6.887 10.362 -3.387 0.122
H 5.710 10.539 -1.568 0.104
H 6.789 9.528 -0.391 0.117
H 4.622 8.891 -2.465 0.108
H 5.130 7.742 -1.254 0.109
H 8.235 8.321 -3.722 0.117
H 8.336 7.994 -2.089 0.117
C -3.830 4.560 6.700 -0.181
C -3.804 3.385 5.745 -0.163
C -4.224 3.999 4.417 -0.205
O -4.597 5.320 4.729 -0.135
C -3.992 5.803 5.887 -0.221
H -2.939 4.499 7.326 0.111
H -4.662 4.412 7.388 0.111
H -4.505 2.625 6.091 0.107
H -2.858 2.875 5.565 0.106
H -5.036 3.509 3.881 0.119
H -3.412 4.040 3.691 0.110
H -4.531 6.656 6.301 0.126
H -2.992 6.196 5.708 0.114

***

[3]
140
Properties=species:S:1:pos:R:3:lowdin_charge:R:1 method="wB97M-V/def2-TZVPD" e_above_lowest_kj_mol=132.37 homo_lumo_gap_ev=8.767 e_homo_ev=-8.2 smiles=CC1(C)CCCC(C)(C)N1O.CC1(C)CCCC(C)(C)N1O.COCCOC.COCCOC.COCCOC.COCCOC.COCCOC max_force_ev_per_a=2.19
C -5.922 1.419 -2.625 -0.033
C -4.450 1.004 -2.795 -0.508
C -4.093 1.070 -4.283 -0.029
C -3.623 2.003 -2.008 -0.149
C -2.215 1.503 -1.727 -0.156
C -2.278 0.122 -1.058 -0.122
C -3.074 -0.942 -1.854 -0.492
C -2.215 -1.377 -3.077 -0.020
C -3.342 -2.133 -0.944 -0.026
N -4.329 -0.348 -2.267 -0.135
O -5.205 -1.271 -2.843 0.000
H -6.267 1.110 -1.638 0.088
H -6.060 2.477 -2.845 0.087
H -6.587 0.878 -3.303 0.079
H -4.687 0.345 -4.844 0.085
H -4.306 2.061 -4.698 0.086
H -3.067 0.888 -4.616 0.070
H -3.547 2.986 -2.483 0.109
H -4.068 2.292 -1.049 0.113
H -1.574 1.429 -2.610 0.101
H -1.662 2.124 -1.017 0.094
H -2.769 0.206 -0.080 0.114
H -1.277 -0.271 -0.867 0.103
H -1.464 -0.664 -3.423 0.046
H -2.896 -1.538 -3.917 0.081
H -1.714 -2.338 -2.933 0.079
H -4.219 -1.850 -0.352 0.089
H -2.544 -2.311 -0.216 0.064
H -3.505 -3.106 -1.406 0.087
H -5.832 -1.493 -2.146 0.108
C 0.243 -0.172 2.042 -0.005
C 0.198 0.260 3.518 -0.501
C 1.623 0.388 4.072 -0.037
C -0.455 1.631 3.660 -0.128
C -1.979 1.595 3.620 -0.181
C -2.537 0.663 4.693 -0.119
C -1.967 -0.764 4.516 -0.503
C -2.221 -1.539 5.812 -0.044
C -2.677 -1.482 3.381 -0.029
N -0.484 -0.708 4.371 -0.101
O 0.144 -1.980 4.437 -0.026
H -0.733 -0.325 1.583 0.059
H 0.637 0.634 1.408 0.063
H 0.970 -0.972 1.903 0.080
H 2.211 -0.529 3.983 0.075
H 2.183 1.203 3.608 0.082
H 1.638 0.603 5.145 0.087
H -0.175 2.197 4.553 0.127
H -0.114 2.268 2.838 0.115
H -2.361 2.605 3.774 0.100
H -2.298 1.265 2.626 0.100
H -3.609 0.599 4.499 0.118
H -2.328 1.069 5.683 0.122
H -1.711 -1.054 6.648 0.087
H -1.846 -2.562 5.768 0.076
H -3.288 -1.564 6.038 0.089
H -2.470 -1.078 2.390 0.055
H -3.763 -1.458 3.497 0.088
H -2.375 -2.532 3.436 0.078
H 0.485 -1.933 5.339 0.109
C 0.049 0.749 -7.876 -0.123
O 1.078 0.122 -7.152 -0.176
C 0.724 -0.056 -5.775 -0.187
C 0.943 1.204 -4.969 -0.227
O 2.323 1.434 -4.871 -0.156
C 2.621 2.391 -3.875 -0.096
H -0.272 1.700 -7.432 0.079
H -0.812 0.079 -7.970 0.088
H 0.430 1.009 -8.863 0.088
H 1.324 -0.899 -5.443 0.128
H -0.331 -0.346 -5.710 0.112
H 0.494 1.006 -3.983 0.106
H 0.394 2.060 -5.374 0.123
H 2.169 2.145 -2.917 0.050
H 2.316 3.377 -4.246 0.096
H 3.685 2.493 -3.659 0.094
C 1.241 3.076 -0.745 -0.124
O 2.625 2.838 -0.767 -0.173
C 3.013 1.692 -0.010 -0.173
C 2.878 0.412 -0.766 -0.195
O 1.539 0.160 -1.192 -0.222
C 1.426 -1.067 -1.874 -0.088
H 0.644 2.182 -0.936 0.063
H 0.971 3.765 -1.548 0.086
H 0.837 3.540 0.163 0.090
H 2.509 1.708 0.960 0.112
H 4.079 1.812 0.194 0.122
H 3.237 -0.436 -0.168 0.125
H 3.460 0.404 -1.698 0.128
H 1.401 -1.907 -1.172 0.070
H 2.172 -1.203 -2.660 0.100
H 0.440 -1.069 -2.343 0.062
C 8.667 -3.971 -0.081 -0.114
O 7.724 -2.945 -0.248 -0.168
C 7.540 -2.163 0.900 -0.241
C 6.177 -1.472 0.873 -0.185
O 5.937 -0.734 -0.306 -0.194
C 6.835 0.303 -0.566 -0.123
H 8.207 -4.854 0.379 0.090
H 9.514 -3.662 0.541 0.087
H 9.051 -4.281 -1.052 0.087
H 8.364 -1.455 1.062 0.119
H 7.576 -2.791 1.802 0.125
H 6.148 -0.729 1.684 0.128
H 5.417 -2.245 0.967 0.128
H 7.913 0.125 -0.545 0.086
H 6.592 1.153 0.089 0.085
H 6.668 0.702 -1.569 0.092
C -0.034 -3.833 0.569 -0.094
O 0.475 -4.912 1.335 -0.171
C 0.549 -4.597 2.705 -0.223
C 1.161 -5.789 3.410 -0.220
O 0.351 -6.909 3.172 -0.154
C 0.944 -8.087 3.628 -0.130
H 0.742 -3.069 0.396 0.063
H -0.867 -3.451 1.164 0.078
H -0.244 -4.075 -0.473 0.089
H -0.452 -4.378 3.106 0.117
H 1.062 -3.643 2.867 0.110
H 1.251 -5.541 4.475 0.126
H 2.189 -5.922 3.059 0.129
H 1.434 -7.951 4.604 0.084
H 1.733 -8.480 2.974 0.090
H 0.221 -8.887 3.789 0.086
C -2.893 5.809 3.077 -0.105
O -2.041 4.876 2.438 -0.185
C -2.708 4.171 1.401 -0.211
C -2.846 4.872 0.081 -0.204
O -1.572 5.283 -0.380 -0.176
C -1.599 5.745 -1.704 -0.114
H -3.463 5.247 3.833 0.087
H -3.704 6.218 2.465 0.084
H -2.315 6.605 3.533 0.089
H -3.666 3.898 1.860 0.130
H -2.148 3.253 1.212 0.112
H -3.475 5.770 0.148 0.127
H -3.285 4.214 -0.673 0.093
H -2.281 6.587 -1.888 0.089
H -2.002 4.961 -2.360 0.079
H -0.601 6.058 -1.990 0.089